Record 1
Density functional theory data (ωB97M-V/def2-TZVPD) for a single C25H38N4O3 molecule.

Each line ends with the Löwdin charge.
CARTESIAN COORDINATES (ANGSTROEM)
1 C -8.092 -3.248 0.828  -0.14
2 N -7.427 -1.964 0.727  -0.13
3 C -6.346 -1.921 -0.235  -0.23
4 C -5.116 -2.769 0.145  -0.20
5 N -4.745 -2.564 1.536  -0.23
6 C -3.938 -3.656 2.041  -0.09
7 C -4.076 -1.288 1.755  -0.16
8 C -4.080 -0.930 3.205  -0.16
9 C -5.057 -1.234 4.126  -0.05
10 N -4.627 -0.774 5.319  -0.02
11 N -3.436 -0.193 5.235  0.09
12 C -3.077 -0.267 3.959  -0.22
13 C -1.801 0.275 3.507  -0.17
14 C -0.688 0.214 4.347  -0.02
15 C 0.529 0.710 3.939  0.00
16 C 0.671 1.287 2.675  -0.26
17 O 1.919 1.742 2.365  -0.01
18 C 2.120 2.380 1.129  -0.31
19 C 2.152 1.445 -0.101  -0.04
20 C 3.667 1.671 -0.231  -0.32
21 O 4.016 2.174 -1.489  -0.12
22 C 5.405 2.358 -1.665  -0.21
23 C 5.677 2.899 -3.067  -0.13
24 C 5.571 1.885 -4.213  -0.33
25 C 4.194 1.226 -4.308  -0.14
26 C 4.173 0.262 -5.495  -0.21
27 O 5.176 -0.724 -5.396  -0.13
28 C 6.462 -0.154 -5.342  -0.22
29 C 6.625 0.778 -4.139  -0.14
30 C 3.612 2.694 0.929  -0.03
31 C -0.437 1.368 1.840  -0.01
32 C -1.658 0.868 2.259  -0.03
33 H -8.472 -3.523 -0.156  0.08
34 H -7.450 -4.061 1.194  0.07
35 H -8.937 -3.145 1.508  0.07
36 H -7.044 -1.714 1.635  0.08
37 H -6.060 -0.872 -0.348  0.10
38 H -6.727 -2.266 -1.201  0.11
39 H -4.286 -2.545 -0.548  0.12
40 H -5.369 -3.825 0.026  0.11
41 H -3.693 -3.464 3.084  0.08
42 H -4.506 -4.584 1.982  0.08
43 H -2.998 -3.781 1.481  0.09
44 H -4.614 -0.519 1.194  0.12
45 H -3.035 -1.313 1.384  0.12
46 H -5.990 -1.745 4.013  0.12
47 H -5.099 -0.819 6.208  0.15
48 H -0.800 -0.227 5.324  0.11
49 H 1.395 0.664 4.581  0.12
50 H 1.450 3.243 1.036  0.15
51 H 1.853 0.420 0.104  0.12
52 H 1.612 1.827 -0.963  0.12
53 H 4.272 0.784 0.007  0.15
54 H 5.933 1.408 -1.496  0.12
55 H 5.779 3.080 -0.923  0.13
56 H 4.964 3.705 -3.247  0.12
57 H 6.683 3.324 -3.074  0.12
58 H 5.744 2.445 -5.142  0.14
59 H 3.417 1.980 -4.432  0.12
60 H 3.988 0.673 -3.393  0.12
61 H 3.228 -0.284 -5.539  0.12
62 H 4.301 0.827 -6.433  0.13
63 H 7.157 -0.995 -5.283  0.12
64 H 6.662 0.406 -6.271  0.13
65 H 7.632 1.200 -4.138  0.12
66 H 6.490 0.191 -3.230  0.12
67 H 3.801 3.715 0.607  0.12
68 H 4.222 2.454 1.795  0.12
69 H -0.360 1.819 0.863  0.11
70 H -2.513 0.969 1.608  0.11

Results
**Charge**: 0
**HOMO-LUMO gap**: 8.811 eV
**SMILES**: CNCCN(C)Cc1c[nH]nc1-c1ccc(O[C@H]2C[C@H](OCCC3CCOCC3)C2)cc1
**Energy**: -1420.09302 a.u.
**Energy relative to the best compared isomer or geometry (same formula, charge and spin)**: 236.7 kJ/mol

Record 2
Density functional theory data (ωB97M-V/def2-TZVPD) for 2 unconnected molecules or ions with the total composition C25H39BF16NO11S2 in a non-equilibrium geometry.

Each line ends with the Löwdin charge.
CARTESIAN COORDINATES (ANGSTROEM)
1 C 1.023 -1.474 4.549  -0.07
2 C 0.670 0.011 4.204  -0.12
3 C 1.971 0.733 3.845  -0.51
4 O 2.865 0.793 4.584  0.19
5 O 2.115 1.312 2.582  -0.04
6 C 2.434 0.299 1.604  -0.13
7 C 1.635 0.715 0.332  -0.08
8 C 1.488 -0.483 -0.662  -0.13
9 C 2.925 -0.791 -1.194  -0.23
10 C 3.388 -2.267 -0.984  -0.04
11 C 3.354 -2.734 0.487  -0.25
12 O 4.415 -2.169 1.219  0.01
13 C 3.629 -4.277 0.460  -0.63
14 F 4.646 -4.532 -0.376  0.15
15 F 4.017 -4.699 1.643  0.19
16 F 2.563 -4.944 0.044  0.17
17 O 3.150 -0.527 -2.574  -0.05
18 C 2.541 0.681 -3.038  -0.11
19 B 3.484 1.946 -2.647  -0.58
20 O 4.840 1.690 -2.544  0.18
21 O 2.976 3.201 -2.484  0.05
22 C 3.902 4.080 -1.773  -0.02
23 C 1.051 0.883 -2.634  -0.13
24 C 0.249 1.228 -3.884  -0.08
25 O 0.391 0.280 -4.960  0.03
26 C 0.050 0.780 -6.162  -0.76
27 F -1.090 1.447 -6.158  0.20
28 F 1.015 1.522 -6.679  0.20
29 F -0.108 -0.254 -6.976  0.19
30 N 0.481 -0.218 -1.757  -0.04
31 C -0.797 0.349 -1.192  -0.10
32 C -1.458 -0.542 -0.111  -0.13
33 C -3.002 -0.224 0.020  -0.15
34 C -3.834 -1.497 -0.182  -0.06
35 C -5.362 -1.259 -0.079  -0.46
36 F -6.061 -2.045 -0.893  0.15
37 F -5.551 0.009 -0.565  0.10
38 C -5.909 -1.213 1.377  -0.47
39 F -5.096 -0.583 2.203  0.15
40 F -7.015 -0.474 1.354  0.14
41 S -6.383 -2.865 2.145  0.80
42 F -7.329 -2.098 3.182  -0.13
43 F -5.200 -2.721 3.229  -0.15
44 F -5.390 -3.680 1.201  -0.13
45 F -7.614 -3.045 1.177  -0.10
46 F -6.771 -4.233 2.841  -0.11
47 C 0.269 -1.485 -2.552  -0.27
48 C -1.104 -1.689 -3.199  0.03
49 F 0.532 -2.631 -1.844  0.06
50 H 2.055 -1.671 4.219  0.07
51 H 0.970 -1.697 5.620  0.08
52 H 0.393 -2.194 4.008  0.07
53 H 0.146 0.526 5.017  0.12
54 H 0.001 0.006 3.327  0.10
55 H 2.057 -0.660 1.993  0.12
56 H 3.516 0.319 1.439  0.13
57 H 0.672 1.006 0.771  0.08
58 H 2.042 1.627 -0.131  0.14
59 H 1.142 -1.269 0.018  0.14
60 H 3.703 -0.204 -0.665  0.15
61 H 2.917 -2.958 -1.694  0.13
62 H 4.455 -2.247 -1.264  0.14
63 H 2.384 -2.626 0.988  0.15
64 H 5.227 -2.224 0.693  0.12
65 H 2.637 0.637 -4.138  0.17
66 H 5.045 1.048 -1.850  0.11
67 H 3.376 4.981 -1.434  0.10
68 H 4.295 3.606 -0.864  0.10
69 H 4.702 4.330 -2.476  0.10
70 H 1.027 1.803 -2.032  0.15
71 H 0.678 2.182 -4.249  0.16
72 H -0.819 1.440 -3.743  0.14
73 H -1.558 0.562 -1.948  0.12
74 H -0.630 1.332 -0.726  0.13
75 H -1.368 -1.613 -0.356  0.11
76 H -0.993 -0.418 0.878  0.11
77 H -3.219 0.584 -0.692  0.12
78 H -3.118 0.216 1.018  0.11
79 H -3.632 -1.994 -1.141  0.13
80 H -3.522 -2.210 0.599  0.13
81 H 0.988 -1.484 -3.385  0.17
82 H -1.835 -1.994 -2.436  0.08
83 H -1.055 -2.517 -3.916  0.12
84 H -1.511 -0.816 -3.719  0.09
85 C -1.610 5.021 3.734  -0.15
86 C -0.882 3.831 4.320  -0.15
87 O -1.199 2.744 3.436  -0.20
88 S -1.371 3.309 1.944  0.60
89 O -0.152 3.105 1.240  -0.23
90 O -2.614 2.855 1.432  -0.21
91 O -1.486 4.862 2.312  -0.17
92 H -2.671 5.005 3.988  0.14
93 H -1.178 5.968 4.049  0.14
94 H -1.199 3.605 5.335  0.14
95 H 0.201 3.978 4.303  0.14

Results
**Charge**: +1
**HOMO-LUMO gap**: 10.726 eV
**Energy**: -4277.24018 a.u.

Record 3
Density functional theory data (ωB97M-V/def2-TZVPD) for 9 unconnected molecules or ions with the total composition C25H39Cl16FO4 in a non-equilibrium geometry.

Each line ends with the Löwdin charge.
CARTESIAN COORDINATES (ANGSTROEM)
1 C 2.477 -3.041 1.106  -0.08
2 C 2.068 -1.427 1.259  -0.23
3 O 2.692 -0.592 0.383  -0.05
4 O 1.123 -0.963 2.302  -0.10
5 C -0.152 -0.514 1.715  -0.13
6 C -1.244 -1.734 1.542  -0.04
7 C -2.682 -1.422 1.166  0.06
8 C -3.697 -2.736 0.963  -0.19
9 O -4.982 -2.724 1.345  -0.04
10 C -2.962 -4.042 0.221  0.08
11 C -1.523 -4.354 0.592  -0.03
12 F -0.742 -5.466 -0.034  -0.06
13 C -0.870 -3.350 1.759  -0.13
14 O -0.156 -3.808 2.789  -0.01
15 H 2.384 -3.481 2.206  0.10
16 H 1.669 -3.622 0.449  0.06
17 H 3.573 -3.174 0.709  0.05
18 H -0.622 0.428 2.245  0.09
19 H 0.107 -0.156 0.606  0.10
20 H -3.014 -0.310 1.003  0.12
21 H -3.539 -4.659 -0.593  0.13
22 Cl 0.055 3.325 -3.461  0.53
23 C 1.123 2.618 -2.222  -0.66
24 C 1.344 1.130 -2.436  -0.69
25 Cl -0.132 0.179 -2.133  0.55
26 H 0.686 2.823 -1.240  0.00
27 H 2.077 3.149 -2.287  0.08
28 H 2.105 0.763 -1.741  0.04
29 H 1.682 0.915 -3.455  0.02
30 Cl -1.772 6.349 1.746  0.54
31 C -1.692 5.752 0.070  -0.66
32 C -2.168 4.313 -0.051  -0.64
33 Cl -1.048 3.166 0.727  0.56
34 H -0.662 5.866 -0.282  0.07
35 H -2.331 6.406 -0.530  0.07
36 H -2.229 4.029 -1.106  0.06
37 H -3.158 4.177 0.396  0.07
38 Cl 3.431 -1.331 -3.420  0.58
39 C 4.044 -1.407 -5.091  -0.64
40 C 4.931 -0.221 -5.432  -0.65
41 Cl 4.011 1.302 -5.523  0.54
42 H 3.184 -1.475 -5.765  0.07
43 H 4.616 -2.336 -5.176  0.07
44 H 5.391 -0.371 -6.413  0.07
45 H 5.731 -0.091 -4.697  0.07
46 Cl -1.905 -1.657 5.263  0.57
47 C -1.936 -0.030 5.989  -0.67
48 C -3.057 0.829 5.427  -0.67
49 Cl -2.778 1.269 3.723  0.55
50 H -0.956 0.432 5.830  0.06
51 H -2.076 -0.167 7.065  0.07
52 H -3.126 1.765 5.988  0.01
53 H -4.025 0.321 5.491  0.07
54 Cl -1.370 3.581 6.229  0.60
55 C -0.289 4.177 7.514  -0.64
56 C 0.332 3.043 8.314  -0.66
57 Cl -0.871 2.187 9.312  0.54
58 H -0.863 4.854 8.153  0.07
59 H 0.497 4.758 7.022  0.08
60 H 1.086 3.441 9.000  0.07
61 H 0.817 2.309 7.664  0.07
62 Cl 6.530 3.009 -8.381  0.52
63 C 5.351 4.341 -8.483  -0.67
64 C 3.978 3.861 -8.924  -0.67
65 Cl 3.966 3.325 -10.623  0.53
66 H 5.752 5.098 -9.164  0.07
67 H 5.287 4.783 -7.484  0.07
68 H 3.255 4.678 -8.846  0.07
69 H 3.622 3.031 -8.304  0.05
70 Cl -9.291 0.389 1.896  0.53
71 C -8.775 -1.290 2.193  -0.66
72 C -8.044 -1.886 1.000  -0.69
73 Cl -9.127 -2.149 -0.390  0.53
74 H -9.661 -1.876 2.456  0.07
75 H -8.111 -1.268 3.062  0.07
76 H -7.630 -2.863 1.268  0.06
77 H -7.220 -1.245 0.671  0.06
78 Cl 6.028 -6.189 -1.481  0.54
79 C 4.315 -6.668 -1.384  -0.66
80 C 3.417 -5.758 -2.207  -0.63
81 Cl 3.306 -4.119 -1.517  0.60
82 H 4.024 -6.675 -0.329  0.07
83 H 4.251 -7.693 -1.761  0.07
84 H 2.400 -6.161 -2.229  0.07
85 H 3.770 -5.669 -3.239  0.07

Results
**Charge**: 0
**HOMO-LUMO gap**: 8.051 eV
**SMILES**: CC(=O)OCC1=CC(=O)C=C(F)C1=O.ClCCCl.ClCCCl.ClCCCl.ClCCCl.ClCCCl.ClCCCl.ClCCCl.ClCCCl
**Energy**: -8739.57325 a.u.

- Look up the energy of the third one.
  -8739.57325 a.u.

- Which of these has the highest HOMO-LUMO gap?
  C25H39BF16NO11S2

- What is the HOMO-LUMO gap in the third record?
  8.051 eV